DFT (the ωB97M-V functional and the def2-TZVPD basis) results for a 11-piece molecular cluster, C54H138N8O6 overall in a non-equilibrium geometry.

For the gap between HOMO and LUMO, the calculation gives 8.542 eV. The total charge is 0. As for the total energy: -3029.40628 Eh. For the HOMO energy, the calculation gives -8.08 eV.

```
206
Properties=species:S:1:pos:R:3:forces:R:3:lowdin_charge:R:1
C 20.3932 13.7120 14.2038 1.5708 0.9389 0.7107 -0.084
C 20.3729 14.9983 15.0249 -0.4348 -0.1330 2.3578 -0.280
N 19.2016 15.8212 14.8202 -1.1326 -0.4973 0.2379 -0.212
C 18.9480 16.0620 13.3986 -1.2030 1.5559 0.7899 -0.270
C 19.9320 16.9719 12.6505 0.6656 0.4270 -0.1079 -0.074
C 19.0836 16.9832 15.7384 -0.1088 -0.7288 -0.8617 -0.210
C 17.6611 17.6506 15.7781 2.4164 1.8543 -0.4173 -0.065
H 20.6626 13.9502 13.1791 -0.0450 -0.3532 -0.2215 0.071
H 19.4639 13.1961 14.2679 -0.6169 -0.4287 0.0144 0.046
H 21.1951 13.1187 14.6748 -0.3305 -0.1237 -0.5429 0.084
H 20.3787 14.6997 16.1444 -0.0127 0.4730 -1.5879 0.137
H 21.2823 15.5953 14.8933 0.4103 -0.1477 -0.2137 0.107
H 18.7831 15.1014 12.9652 0.1136 -0.5101 -0.6632 0.067
H 17.9745 16.5867 13.3354 0.2155 -0.4727 0.1081 0.089
H 20.5575 16.4322 11.9177 -0.4142 0.1831 0.1102 0.069
H 19.3822 17.8185 12.1215 0.9747 -0.9806 0.7573 0.081
H 20.6722 17.3459 13.4033 -0.6513 0.2311 -0.7326 0.073
H 19.8541 17.6385 15.3884 0.2861 1.4714 -0.1287 0.084
H 19.4872 16.6956 16.7242 -0.7406 -0.2165 -0.1810 0.114
H 17.3479 18.0179 14.7841 0.1111 -0.5042 0.2726 0.062
H 17.7302 18.6126 16.3663 -0.0639 -1.1242 -0.2482 0.088
H 16.9364 17.0131 16.1886 -0.9846 -0.8456 0.5427 0.019
C 22.0744 8.1249 8.7112 0.3411 0.6308 -1.2016 -0.086
C 20.6368 8.2622 8.1348 0.4350 0.0197 2.1393 -0.227
N 19.6395 8.6745 9.1637 0.5435 -1.1800 -0.5412 -0.202
C 18.2678 8.3304 8.7184 0.4540 0.8567 1.2827 -0.247
C 17.9383 6.8397 8.9087 1.2093 1.3385 -0.5699 -0.071
C 19.7486 10.0767 9.5366 0.1594 0.1568 -1.4916 -0.294
C 19.1716 10.2883 10.8830 0.3217 1.5178 1.9950 -0.107
H 22.6373 9.0572 8.8294 -0.5459 0.1879 0.3817 0.060
H 22.6953 7.6435 7.9648 0.0121 -0.3778 -0.4621 0.056
H 22.2154 7.5135 9.5891 -0.6078 -0.0378 0.4484 0.066
H 20.5871 8.9185 7.2890 0.2911 0.8281 -0.6758 0.102
H 20.4034 7.2968 7.7253 -0.5257 -0.5594 0.1262 0.091
H 17.5599 9.0043 9.2692 0.4730 -0.7840 -0.3662 0.103
H 18.2008 8.6178 7.6707 -0.3781 -0.0682 -0.4757 0.107
H 18.2480 6.4702 9.8817 -0.2512 0.1364 0.1777 0.074
H 16.8879 6.7812 8.7295 -0.7183 -0.7482 -0.1057 0.058
H 18.5406 6.3247 8.1572 -0.4641 -0.4487 0.0263 0.058
H 19.2562 10.6552 8.7123 0.3168 0.2598 0.6530 0.129
H 20.7880 10.4053 9.6278 0.0877 -0.3784 -0.5560 0.110
H 19.6226 9.5009 11.5222 -0.9290 0.2263 -0.1547 0.094
H 18.0880 10.3924 10.8834 -0.1125 -0.7079 0.2377 0.044
H 19.5158 11.2530 11.3803 -0.1682 -0.8601 -0.8649 0.080
C 15.5926 12.5154 18.4742 0.6331 -0.3608 0.1513 -0.079
C 14.5823 11.3723 18.1348 0.3727 0.8216 0.5467 -0.230
N 14.1903 10.5695 19.3203 0.7762 -0.6100 -1.6647 -0.191
C 13.3758 11.3139 20.2177 1.2005 -0.0353 2.0615 -0.252
C 13.4218 10.7673 21.7062 -1.0410 -0.6186 -1.6706 -0.046
C 13.6864 9.2638 18.8452 1.7720 0.5630 -0.5553 -0.260
C 14.8274 8.2688 18.8804 1.2962 0.2165 0.8195 -0.092
H 15.8744 12.9858 17.5441 -0.0913 0.2983 -0.5080 0.031
H 16.6067 12.2374 18.9123 -1.5610 -0.2521 -0.2288 0.100
H 15.1563 13.3054 19.0898 0.0522 -0.1417 0.0506 0.049
H 13.6586 11.8672 17.6465 1.0482 -0.6648 0.4063 0.130
H 15.0935 10.7361 17.3821 -0.6050 0.1203 0.4744 0.108
H 12.3841 11.3629 19.8895 -2.1014 -0.0288 -0.4721 0.086
H 13.7495 12.3205 20.1356 0.0373 0.5245 0.5552 0.083
H 12.7347 11.2659 22.3906 0.0064 0.2994 -0.2351 0.061
H 14.4097 10.7808 22.1279 0.4969 -0.0128 -0.0006 0.057
H 13.0485 9.7182 21.6420 0.4681 0.5384 0.2385 0.071
H 12.8888 8.8524 19.3886 -1.2701 -0.0862 1.1137 0.099
H 13.3704 9.3644 17.8181 -0.5032 0.0453 -0.4773 0.076
H 14.5241 7.2496 18.6120 0.1594 0.1674 0.2515 0.073
H 15.6819 8.5755 18.2631 -0.4216 -0.0298 -0.5000 0.064
H 15.3298 8.3603 19.8771 -0.8076 -0.6834 -0.4202 0.086
C 18.1788 17.0345 7.1171 1.0882 0.5028 -0.1191 -0.088
C 16.7073 17.1016 7.4451 -0.5217 0.5668 1.0608 -0.260
N 16.2006 16.6175 8.7554 1.2516 0.4177 -0.4020 -0.183
C 16.6960 17.3841 9.9080 -1.1705 0.7785 -0.0822 -0.239
C 16.3117 18.9178 9.9092 2.0311 -1.6633 0.3257 -0.068
C 16.5049 15.2150 9.0106 -3.2997 -1.1939 -0.2097 -0.239
C 16.0235 14.2442 7.8275 0.6100 0.9476 0.3758 -0.052
H 18.4152 17.4392 6.1043 -0.5526 -0.3458 0.5228 0.082
H 18.5200 15.9873 7.1146 0.2369 0.4337 0.2626 0.068
H 18.7855 17.7013 7.7818 -0.3517 -0.9136 -0.1718 0.081
H 16.3596 18.1265 7.4051 -0.0063 0.3315 -0.2451 0.101
H 16.1478 16.5660 6.7226 -0.5236 -0.4796 -0.9066 0.085
H 16.0823 16.9839 10.6924 -0.2098 -0.3142 0.8464 0.067
H 17.7423 17.1541 10.2469 -0.3715 0.4860 -0.6946 0.116
H 16.9544 19.4970 9.2818 0.4409 0.3269 -0.7560 0.055
H 15.3010 19.1106 9.6251 -0.6974 -0.1366 0.0718 0.061
H 16.5735 19.2574 10.9107 -0.4959 0.2251 0.0903 0.060
H 15.9096 14.9232 9.9434 0.8881 0.4036 -1.2341 0.096
H 17.5305 15.1176 9.2455 1.4742 -0.6305 0.1475 0.088
H 16.7147 14.4107 6.9810 -0.0513 -0.5851 0.3412 0.053
H 15.0505 14.5859 7.3892 0.4898 -0.5079 0.8939 0.084
H 16.0149 13.1585 8.1450 -0.0362 1.3302 -0.4190 0.071
C 8.6256 12.2583 7.3797 0.2544 -1.5522 1.5827 -0.040
C 8.8416 11.8372 8.9034 -0.8092 1.5847 -2.8497 -0.230
N 10.0099 12.3945 9.4770 1.2375 0.9199 0.1323 -0.207
C 10.2737 11.8146 10.7575 -0.2831 -2.7199 1.0062 -0.255
C 10.5770 10.2741 10.6418 -1.3340 0.8197 -1.0205 -0.055
C 9.9756 13.8575 9.6326 0.8876 -0.1868 -0.8802 -0.232
C 11.3531 14.4368 9.4596 1.3399 1.2582 -1.4085 -0.083
H 9.2508 11.6316 6.7388 0.3754 0.5832 -0.0086 0.073
H 8.7419 13.3196 7.2657 0.2415 0.3205 -0.4047 0.049
H 7.6201 11.9721 7.1095 -0.4984 0.1431 -0.0191 0.060
H 7.9907 12.2230 9.4156 -1.1745 -0.0180 0.7818 0.109
H 8.8700 10.7834 8.9323 -0.0503 -1.0879 0.2040 0.088
H 11.1810 12.1654 11.1922 0.6209 0.9733 0.2590 0.076
H 9.4636 11.9589 11.5022 0.0629 0.2611 -0.2726 0.126
H 10.9396 9.8658 11.5868 0.5977 0.0927 -0.3848 0.058
H 9.6782 9.6790 10.3944 0.2373 0.3457 0.2434 0.066
H 11.1901 10.2338 9.7216 0.4088 -0.6562 0.8779 0.080
H 9.6615 14.1291 10.6093 -0.6745 0.1307 1.1624 0.102
H 9.3236 14.3272 8.9447 -0.9579 0.1823 -0.7454 0.094
H 11.8055 14.5036 8.3921 -1.0926 -0.5016 1.6079 0.117
H 11.9743 13.7906 10.0415 0.9656 -0.1775 0.3197 0.022
H 11.4737 15.4696 9.8595 -0.3488 -0.6341 -0.0653 0.082
C 14.2290 18.5521 12.4333 -1.2667 -0.3351 -0.1127 -0.103
C 14.0200 20.0557 12.1656 1.4352 -1.0444 -0.3962 -0.271
N 12.7702 20.6040 12.5883 -1.8812 -0.3954 -1.4354 -0.178
C 12.5610 20.8294 14.0227 0.6140 -0.0811 -1.3623 -0.255
C 13.5573 21.8078 14.5995 0.6458 2.4248 -0.3147 -0.101
C 11.6585 19.7192 12.0391 -0.1041 1.4882 1.4784 -0.229
C 10.2779 20.4016 12.0510 -0.7474 -1.5534 -0.8313 -0.090
H 15.2686 18.3226 12.3153 0.4710 -0.3990 -0.2107 0.033
H 13.5821 17.8930 11.7950 0.7848 0.5183 0.3808 0.085
H 13.9670 18.3260 13.4584 -0.0520 -0.1646 0.4788 0.051
H 14.8986 20.5072 12.6851 -0.7904 0.4095 -0.5867 0.121
H 14.1203 20.1369 11.0514 -0.0268 0.6045 0.9971 0.107
H 11.5481 21.1989 14.0945 -0.1213 0.1498 0.3291 0.100
H 12.6146 19.8555 14.4695 -0.1013 -0.4589 0.9927 0.074
H 14.4793 21.3936 15.0109 -0.1021 -0.3247 -0.1927 0.055
H 13.8871 22.6241 13.8361 -0.6745 -1.5783 0.9802 0.111
H 13.1290 22.4184 15.4199 0.0030 -0.5234 -0.2820 0.071
H 11.5478 18.8314 12.6399 0.0961 -0.5752 0.7774 0.094
H 11.9109 19.2847 11.0870 0.2092 0.5702 -0.7426 0.104
H 9.8678 20.6715 13.0213 0.2840 -0.3002 0.2533 0.056
H 9.5246 19.6886 11.5771 0.8773 0.8178 0.5991 0.094
H 10.2444 21.2966 11.4776 0.2178 0.7733 -0.6717 0.055
C 10.5121 16.0802 16.6603 0.8365 -0.2905 0.9741 -0.058
C 12.0095 16.3094 16.9694 0.0042 -0.8048 0.4924 -0.270
N 12.1362 17.2786 18.0193 0.6689 1.4676 0.9334 -0.212
C 11.7884 16.8459 19.3922 1.5540 0.1196 -0.6609 -0.194
C 12.6834 15.6645 19.8773 -1.1410 -0.0180 -2.7431 -0.064
C 13.4221 17.9724 17.9683 -0.0715 0.7379 -0.3047 -0.259
C 13.5734 18.8492 16.7437 0.7899 0.7698 0.0091 -0.097
H 10.3787 15.4032 15.8248 -0.2209 -0.1824 -0.0308 0.050
H 9.9575 17.0050 16.5176 0.3193 0.1858 -0.3166 0.077
H 10.1076 15.6672 17.5925 -0.2937 -0.3724 -0.4618 0.063
H 12.5577 15.3482 17.3139 -0.9201 0.8737 -0.9876 0.126
H 12.5560 16.7281 16.1235 -0.2436 -0.4732 -0.1421 0.078
H 10.7443 16.6190 19.3169 -0.5860 -0.1205 0.7773 0.089
H 12.0317 17.7218 20.0139 -0.7762 -0.2899 -0.0649 0.111
H 12.1368 14.7399 20.0313 0.0148 -0.0906 0.2146 0.068
H 13.3190 15.8947 20.6569 0.9297 0.5102 2.0302 0.040
H 13.3644 15.5188 19.0256 -0.0143 -0.4679 0.3158 0.048
H 13.6210 18.6169 18.8496 -0.4667 -0.6097 -0.2054 0.129
H 14.2784 17.3282 17.8527 0.4765 -1.0618 0.5421 0.095
H 14.6616 18.9844 16.5666 -0.4919 0.5839 0.3367 0.083
H 13.3096 18.3278 15.8489 -0.6110 -0.2419 -0.5842 0.023
H 13.0246 19.8043 16.7979 0.3284 -0.4049 -0.0636 0.085
C 17.0554 12.8773 12.5304 -1.0115 -0.5402 0.9974 -0.057
C 15.7992 13.7060 12.2165 -0.0001 0.7912 0.5649 -0.213
N 14.6779 13.5228 13.1699 1.0034 -0.4292 0.6462 -0.223
C 13.6295 14.4493 12.8208 -0.3579 0.7639 0.1182 -0.254
C 12.2846 14.0393 13.3937 -0.6364 0.0469 -0.7047 -0.047
C 15.0566 13.5681 14.5988 -0.8637 -0.8386 -0.3316 -0.237
C 15.2397 14.9520 15.1327 2.1347 0.6492 -0.0875 -0.075
H 16.7871 11.8492 12.8448 -0.3401 0.4888 0.2977 0.086
H 17.6731 13.3157 13.3345 -0.2208 -0.1420 -0.6477 0.050
H 17.6039 12.5958 11.6612 0.7099 0.6983 -0.8391 0.048
H 16.0064 14.8291 12.1298 0.1206 -1.3264 0.0154 0.120
H 15.3173 13.3801 11.3032 0.4711 -0.0378 -0.5843 0.087
H 13.8777 15.4969 13.1245 -0.0704 -0.5449 -0.3507 0.111
H 13.5904 14.4440 11.7357 -0.2023 0.0734 -0.2230 0.105
H 12.2668 12.9445 13.4297 -0.3622 0.1069 -0.0190 0.070
H 12.0856 14.4252 14.3876 0.1245 0.0415 0.2634 0.051
H 11.4543 14.4064 12.7383 0.6119 -0.3921 0.5210 0.089
H 15.9279 12.8968 14.6936 -0.3793 0.4443 0.3278 0.114
H 14.1913 13.1228 15.1270 0.4935 -0.1299 0.0528 0.106
H 15.8950 15.5310 14.4450 -0.0904 -0.2827 0.4333 0.078
H 15.7344 14.9696 16.1275 -0.5160 -0.0363 -0.5352 0.083
H 14.3201 15.4859 15.1322 -0.8430 0.3871 0.4618 0.038
O 13.4009 8.9513 15.3396 -0.2425 0.9934 -0.0194 -0.055
C 14.1840 9.8068 14.5118 -1.2665 1.5198 -0.0576 -0.235
C 13.5223 9.9798 13.1622 -1.7190 -1.2996 0.8908 -0.285
O 14.0555 10.9864 12.3905 0.8111 1.0783 0.3916 -0.120
H 13.8308 8.1106 15.4592 0.3411 -0.3111 -0.0204 0.086
H 14.2281 10.8748 14.8573 0.0478 -1.0288 0.7550 0.110
H 15.1590 9.4470 14.3997 1.6916 -0.5419 -0.0688 0.109
H 12.4567 10.2123 13.4081 0.3306 -0.2853 -0.2208 0.108
H 13.5291 8.9730 12.6931 0.0323 0.7540 -0.4653 0.140
H 14.2243 11.8560 12.9444 -0.1562 -0.8144 -1.2116 0.093
O 15.4235 10.4608 10.0837 1.1690 -0.0465 1.3931 -0.076
C 14.5283 10.6813 9.0600 0.5888 -2.0551 -1.5082 -0.295
C 13.5147 11.7035 9.3040 -1.4298 0.5315 -1.2997 -0.257
O 12.6681 11.6977 8.1238 1.0294 -0.2605 0.5995 -0.070
H 14.9877 10.4167 10.9571 -0.0740 0.2911 -0.3923 0.053
H 15.1405 10.9457 8.1889 -0.2005 0.0954 -0.0360 0.120
H 14.0352 9.7130 8.7712 0.0246 0.7246 0.1869 0.139
H 13.9372 12.6837 9.4059 0.5217 0.7167 0.1842 0.093
H 12.9683 11.4860 10.2023 -0.4172 -0.1824 0.4446 0.082
H 11.8163 12.0196 8.4043 -0.9699 0.2951 0.1732 0.020
O 9.2057 11.7457 14.4677 -0.6943 0.9367 -0.6297 -0.079
C 9.2722 11.7105 15.8711 0.4891 -1.7721 0.0590 -0.217
C 10.0203 10.3951 16.3000 -0.5228 2.2808 0.4357 -0.231
O 10.2941 10.4228 17.6791 0.3475 -0.0972 0.3961 -0.060
H 9.5563 10.9534 14.0889 0.2728 -0.7630 -0.2529 0.052
H 9.8365 12.5799 16.1582 0.0182 0.4585 0.6378 0.099
H 8.2470 11.6640 16.3064 0.7303 0.3735 -0.1485 0.130
H 10.9467 10.2431 15.7655 0.1805 -0.0236 -0.6135 0.104
H 9.3206 9.6319 16.1094 -0.6017 -1.3823 -0.2816 0.106
H 11.2051 10.7270 17.7463 -0.0785 -0.0281 0.3632 0.059
```
Forces are in eV/Å.